A single C4H9N3S molecule at a distorted geometry, computed with wB97M-V/def2-TZVPD.

Cartesian coordinates (Å):
N: -1.14 1.83 -0.55
C: 0.14 1.43 -0.05
C: 0.21 0.16 0.61
C: 1.56 -0.47 0.94
N: 2.32 -1.04 0.12
N: 1.79 -1.42 -1.12
C: -1.07 -0.62 0.88
S: -1.89 -1.83 -0.19
H: -1.97 1.47 -0.10
H: -1.28 2.65 -1.25
H: 1.01 2.30 -0.13
H: 1.87 -0.38 2.04
H: 2.62 -1.02 -1.81
H: 0.97 -0.71 -1.20
H: -0.94 -1.26 1.90
H: -2.01 -0.02 1.17
H: -2.18 -1.07 -1.26

- net charge = 0
- energy (Eh) = -720.12446
- energy relative to the best compared isomer or geometry (same formula, charge and spin) (kJ/mol) = 390.93
- structure (SMILES) = N/C=C(/C=N\N)CS
- HOMO energy (eV) = -8.2850
- LUMO energy (Eh) = 0.02171

A single C4H9N3S molecule at a distorted geometry, computed with wB97M-V/def2-TZVPD.

Cartesian coordinates (Å):
N: 0.03 1.57 0.05
N: 0.30 0.31 0.65
C: 1.38 -0.52 0.41
S: 2.71 -0.20 -0.44
C: -0.90 -0.35 1.22
C: -1.96 -0.54 0.32
C: -1.83 -0.65 -1.07
N: -2.62 0.44 -0.62
H: 0.57 1.54 -0.78
H: 0.23 2.43 0.71
H: 1.15 -1.59 0.72
H: -1.05 0.33 2.15
H: -0.58 -1.50 1.37
H: -2.73 -1.21 0.81
H: -2.30 -1.55 -1.64
H: -0.75 -0.41 -1.33
H: -2.05 1.35 -0.76

- net charge = 0
- energy (Eh) = -720.12772
- energy relative to the best compared isomer or geometry (same formula, charge and spin) (kJ/mol) = 382.35
- structure (SMILES) = NN(C=S)C[C@@H]1CN1
- HOMO energy (eV) = -8.7336
- LUMO energy (Eh) = 0.02231

2 unconnected molecules or ions with the total composition C4H9N4 at a distorted geometry, computed with wB97M-V/def2-TZVPD.

Cartesian coordinates (Å):
C: -2.97 0.76 -1.05
C: -1.57 1.24 -1.45
C: -0.50 0.75 -1.04
C: 1.08 -1.23 -0.86
N: 3.00 -0.91 3.39
N: 2.28 -0.26 2.79
N: 0.49 0.06 -0.50
N: 1.63 0.30 2.06
H: -3.55 0.45 -1.97
H: -3.58 1.61 -0.56
H: -1.65 1.95 -2.30
H: 2.13 -1.09 -1.24
H: 1.12 -1.92 0.03
H: 0.34 -1.59 -1.55
H: 3.44 -0.60 4.24
H: 1.01 0.51 0.35
H: -2.70 -0.03 -0.35

- net charge = +1
- energy (Eh) = -376.43376
- energy relative to the best compared isomer or geometry (same formula, charge and spin) (kJ/mol) = 454.82
- HOMO energy (eV) = -13.9192
- LUMO energy (Eh) = -0.15644

A gas-phase ion, C4H9N4O (charge +1) at a distorted geometry, computed with wB97M-V/def2-TZVPD.

Cartesian coordinates (Å):
C: -1.35 -0.48 -0.04
C: 2.19 0.67 0.21
C: 2.14 -0.84 0.00
C: 0.70 1.04 0.14
N: -2.53 1.59 -0.23
N: -2.36 0.30 -0.01
N: -0.04 -0.04 -0.20
N: -1.46 -1.82 0.19
O: 0.78 -1.04 -0.60
H: 2.66 0.92 1.12
H: 2.72 1.29 -0.46
H: 2.84 -1.27 -0.67
H: 2.18 -1.31 0.95
H: 0.16 1.83 0.67
H: -2.04 1.83 -1.06
H: -3.52 1.96 -0.35
H: -0.64 -2.38 0.04
H: -2.42 -2.25 0.31

- net charge = +1
- 2S+1 = 3
- energy (Eh) = -451.63789
- energy relative to the best compared isomer or geometry (same formula, charge and spin) (kJ/mol) = 211.76
- HOMO energy (spin up / spin down) (eV) = -10.9922 / -13.9823
- LUMO energy (spin up / spin down) (Eh) = -0.09992 / -0.24179

A gas-phase ion, C4H9N4O2 (charge +1) at a distorted geometry, computed with wB97M-V/def2-TZVPD.

Cartesian coordinates (Å):
N: 1.76 0.66 -2.55
C: 0.97 0.45 -1.50
N: 0.16 -0.54 -1.54
C: -0.76 -0.74 -0.42
O: -1.93 0.02 -0.52
C: -0.16 -0.27 0.95
N: -1.34 0.00 1.82
O: 0.60 -1.30 1.60
C: 0.83 0.97 0.73
N: 1.27 1.26 -0.40
H: 2.70 0.89 -2.20
H: 1.64 0.10 -3.34
H: -0.93 -1.87 -0.15
H: -1.87 0.69 -1.19
H: -1.56 1.03 2.00
H: -1.27 -0.64 2.61
H: -2.23 -0.24 1.37
H: 0.99 -1.93 1.05
H: 1.14 1.43 1.69

- net charge = +1
- energy (Eh) = -527.02843
- energy relative to the best compared isomer or geometry (same formula, charge and spin) (kJ/mol) = 99.33
- structure (SMILES) = NC1=N[C@H](O)[C@@]([NH3+])(O)C=N1
- HOMO energy (eV) = -13.3921
- LUMO energy (Eh) = -0.15215

A single C4H9N5 molecule at a distorted geometry, computed with wB97M-V/def2-TZVPD.

Cartesian coordinates (Å):
H: -0.72 -0.42 -2.35
N: -1.71 -0.25 -2.00
C: -1.81 0.20 -0.80
N: -0.62 0.46 0.09
N: -0.75 1.28 1.20
C: -1.46 2.39 1.06
C: 0.52 -0.42 0.07
C: 1.18 -0.86 1.36
N: 1.00 -0.69 -1.12
N: 2.13 -1.52 -1.03
H: -2.78 0.45 -0.38
H: -1.52 3.07 1.91
H: -1.96 2.66 0.16
H: 2.21 -1.12 1.17
H: 0.50 -1.53 1.86
H: 1.20 0.08 1.95
H: 2.75 -1.33 -1.90
H: 1.85 -2.45 -1.23

- net charge = 0
- energy (Eh) = -431.47146
- energy relative to the best compared isomer or geometry (same formula, charge and spin) (kJ/mol) = 356.59
- structure (SMILES) = [H]/N=C\N(N=C)/C(C)=N/N
- HOMO energy (eV) = -8.5292
- LUMO energy (Eh) = 0.03459

2 unconnected molecules or ions with the total composition C4H9NO at a distorted geometry, computed with wB97M-V/def2-TZVPD.

Cartesian coordinates (Å):
C: -1.04 -2.32 0.73
C: 0.05 -1.30 0.51
C: -0.14 -0.01 0.16
N: 0.87 0.85 -0.30
C: 1.96 0.44 -0.97
H: -2.02 -1.81 0.84
H: -1.12 -2.89 -0.23
H: -0.68 -2.90 1.64
H: 1.17 -1.68 0.64
H: -0.94 0.58 0.57
H: 2.36 1.25 -1.46
H: 2.09 -0.53 -1.21
H: -0.78 4.18 0.03
H: -0.67 2.66 -0.35
O: -1.11 3.48 -0.60

- net charge = -1
- 2S+1 = 2
- energy (Eh) = -287.70614
- energy relative to the best compared isomer or geometry (same formula, charge and spin) (kJ/mol) = 102.50
- HOMO energy (spin up / spin down) (eV) = -0.2687 / -2.9782
- LUMO energy (spin up / spin down) (Eh) = 0.15397 / 0.15339

A single C4H9NO molecule at a distorted geometry, computed with wB97M-V/def2-TZVPD.

Cartesian coordinates (Å):
C: 2.31 -0.25 0.57
C: 1.50 0.76 -0.23
C: -0.14 0.08 -0.08
O: -0.15 -0.95 0.58
N: -1.40 0.44 -0.50
C: -2.54 -0.44 -0.13
H: 1.42 -0.91 0.84
H: 3.01 -0.86 -0.01
H: 2.77 0.12 1.49
H: 1.55 1.77 0.19
H: 1.81 0.82 -1.29
H: -1.61 1.23 -1.08
H: -3.48 -0.01 -0.48
H: -2.44 -1.45 -0.55
H: -2.61 -0.57 0.96

- net charge = 0
- energy (Eh) = -287.76057
- energy relative to the best compared isomer or geometry (same formula, charge and spin) (kJ/mol) = 188.72
- structure (SMILES) = CCC(=O)NC
- HOMO energy (eV) = -9.5121
- LUMO energy (Eh) = 0.03532

A single C4H9NO molecule at a distorted geometry, computed with wB97M-V/def2-TZVPD.

Cartesian coordinates (Å):
C: 1.70 -0.80 -0.11
C: 0.42 -1.13 -0.87
N: -0.79 -0.87 -0.07
C: -1.28 0.44 -0.07
C: -1.22 1.71 0.94
O: -0.98 1.14 -1.03
H: 2.59 -1.00 -0.72
H: 1.78 -1.39 0.81
H: 1.71 0.26 0.16
H: 0.36 -0.52 -1.77
H: 0.43 -2.18 -1.19
H: -1.15 -1.64 0.48
H: -0.94 1.30 1.88
H: -2.18 2.22 0.92
H: -0.45 2.47 0.65

- net charge = 0
- energy (Eh) = -287.72970
- energy relative to the best compared isomer or geometry (same formula, charge and spin) (kJ/mol) = 269.76
- structure (SMILES) = CCNC(C)=O
- HOMO energy (eV) = -8.8303
- LUMO energy (Eh) = 0.02912

2 unconnected molecules or ions with the total composition C4H9NO at a distorted geometry, computed with wB97M-V/def2-TZVPD.

Cartesian coordinates (Å):
C: 0.53 -0.74 -0.20
C: -0.94 -1.02 -0.17
N: -1.43 0.21 0.46
C: -0.60 0.56 1.61
C: -0.19 0.94 0.25
H: 1.17 -0.87 0.67
H: 1.05 -1.31 -1.01
H: -1.30 -1.00 -1.21
H: -1.24 -1.95 0.30
H: -1.09 1.24 2.29
H: 0.01 -0.20 2.10
H: -0.30 2.02 -0.01
O: 1.85 0.67 -1.69
H: 1.21 0.50 -2.40
H: 1.26 0.94 -0.97

- net charge = 0
- energy (Eh) = -287.63458
- energy relative to the best compared isomer or geometry (same formula, charge and spin) (kJ/mol) = 519.52
- structure (SMILES) = C1CN2C[C@@H]12.O
- HOMO energy (eV) = -9.5153
- LUMO energy (Eh) = 0.03204

A single C4H9NO molecule, computed with wB97M-V/def2-TZVPD.

Cartesian coordinates (Å):
C: 2.41 0.63 0.53
C: 1.15 0.29 -0.29
N: 0.18 -0.31 0.58
C: -0.87 -0.83 1.00
O: -2.13 -0.97 0.48
C: -2.49 -0.25 -0.67
H: 2.79 -0.28 1.02
H: 3.21 1.03 -0.10
H: 2.18 1.36 1.31
H: 1.44 -0.43 -1.07
H: 0.79 1.19 -0.82
H: -0.92 -1.30 1.99
H: -3.57 -0.38 -0.76
H: -2.01 -0.64 -1.57
H: -2.25 0.82 -0.54

- net charge = 0
- energy (Eh) = -287.74325
- energy relative to the best compared isomer or geometry (same formula, charge and spin) (kJ/mol) = 234.21
- structure (SMILES) = CC/N=C\OC
- HOMO energy (eV) = -8.6294
- LUMO energy (Eh) = 0.03430

2 unconnected molecules or ions with the total composition C4H9NO at a distorted geometry, computed with wB97M-V/def2-TZVPD.

Cartesian coordinates (Å):
C: 1.17 -0.67 -2.05
C: 1.50 0.50 -1.46
N: 0.74 1.30 -0.65
H: 0.24 -1.19 -1.77
H: 1.81 -1.13 -2.79
H: 2.52 0.83 -1.73
H: 0.05 0.93 -0.02
H: 1.22 2.18 -0.54
C: -2.12 -0.78 0.73
C: -0.85 -0.71 1.11
O: -0.49 0.23 2.09
H: -2.52 -1.64 0.21
H: -2.72 0.08 1.00
H: -0.01 -1.26 0.67
H: 0.19 -0.26 2.57

- net charge = 0
- energy (Eh) = -287.72133
- energy relative to the best compared isomer or geometry (same formula, charge and spin) (kJ/mol) = 291.76
- structure (SMILES) = C=CN.C=CO
- HOMO energy (eV) = -7.9581
- LUMO energy (Eh) = 0.03099